1.
Molecular formula: C53H47N5O2PS4Sr
Method: DFT, ωB97M-V/def2-TZVPD

For the LUMO energy, the calculation gives -3.67 eV. As for the spin multiplicity: 1. Its charge is +1. The highest occupied orbital energy comes out at -9.768 eV.

XYZ file:
```
113
C53H47N5O2PS4Sr | the Open Molecules 2025 dataset | ωB97M-V/def2-TZVPD
Sr -0.605 0.110 -0.760
C -1.547 -3.424 2.790
O -1.752 -2.056 3.138
C -1.348 -1.323 2.104
N -1.009 -1.942 1.033
C -1.187 -3.371 1.275
C 0.043 -4.189 0.967
C 1.268 -3.586 0.718
C 2.391 -4.377 0.523
C 2.296 -5.759 0.575
C 1.071 -6.359 0.818
C -0.050 -5.576 1.016
C -1.365 0.129 2.147
C -2.189 0.878 2.958
C -2.241 2.254 2.717
C -1.595 2.754 1.617
C -0.821 1.881 0.837
N -0.583 0.660 1.218
C -0.222 2.393 -0.362
N 0.613 1.812 -1.120
C 1.028 2.751 -2.126
C 0.087 3.949 -1.874
O -0.462 3.713 -0.601
C 0.956 2.309 -3.566
C 0.708 1.013 -3.994
C 0.638 0.732 -5.354
C 0.819 1.735 -6.291
C 1.081 3.029 -5.866
C 1.149 3.310 -4.516
H -2.454 -3.986 3.012
H -0.714 -3.813 3.390
H -2.010 -3.723 0.634
H 1.323 -2.489 0.697
H 3.344 -3.899 0.365
H 3.173 -6.374 0.451
H 0.991 -7.433 0.866
H -1.003 -6.034 1.231
H -2.787 0.413 3.721
H -2.833 2.906 3.341
H -1.724 3.771 1.277
H 2.074 3.020 -1.906
H -0.730 3.953 -2.608
H 0.574 4.920 -1.869
H 0.566 0.205 -3.264
H 0.432 -0.284 -5.662
H 0.762 1.515 -7.346
H 1.229 3.821 -6.586
H 1.365 4.319 -4.191
S -0.945 -2.397 -2.147
C 0.448 -3.073 -2.883
N 0.355 -3.922 -3.905
C 1.563 -4.474 -4.487
C 2.515 -4.790 -3.343
N 2.788 -3.558 -2.628
C 4.167 -3.220 -2.352
C 4.881 -2.941 -3.654
C 4.567 -1.784 -4.359
C 5.200 -1.514 -5.560
C 6.130 -2.404 -6.076
C 6.433 -3.564 -5.384
C 5.803 -3.834 -4.179
C 1.782 -2.724 -2.379
S 2.001 -1.264 -1.506
C -0.911 -4.419 -4.396
C -1.172 -5.808 -3.850
C -1.192 -5.998 -2.472
C -1.368 -7.273 -1.958
C -1.520 -8.361 -2.805
C -1.528 -8.167 -4.175
C -1.351 -6.893 -4.697
H 2.023 -3.743 -5.162
H 1.313 -5.376 -5.049
H 3.449 -5.215 -3.704
H 2.024 -5.500 -2.670
H 4.650 -4.044 -1.828
H 4.136 -2.324 -1.733
H 3.834 -1.110 -3.942
H 4.967 -0.611 -6.104
H 6.631 -2.189 -7.009
H 7.151 -4.263 -5.784
H 6.048 -4.740 -3.643
H -0.884 -4.450 -5.486
H -1.672 -3.724 -4.043
H -1.072 -5.137 -1.828
H -1.389 -7.420 -0.889
H -1.640 -9.354 -2.398
H -1.668 -9.005 -4.840
H -1.363 -6.754 -5.769
S -4.717 2.969 0.745
P -3.988 2.668 -1.075
S -2.451 1.532 -1.048
C -5.247 1.938 -2.192
C -5.076 0.711 -2.817
C -6.056 0.235 -3.669
C -7.202 0.979 -3.883
C -7.383 2.194 -3.238
C -6.407 2.678 -2.391
C -3.525 4.203 -1.959
C -3.656 5.444 -1.357
C -3.318 6.579 -2.072
C -2.836 6.465 -3.367
C -2.694 5.221 -3.962
C -3.037 4.083 -3.256
H -4.182 0.115 -2.658
H -5.919 -0.719 -4.157
H -7.962 0.615 -4.556
H -8.288 2.764 -3.390
H -6.538 3.625 -1.882
H -4.021 5.511 -0.338
H -3.443 7.549 -1.614
H -2.570 7.356 -3.917
H -2.322 5.128 -4.972
H -2.922 3.097 -3.703
```


2.
Molecular formula: C2H4INOS
Method: DFT, ωB97M-V/def2-TZVPD

As for the expectation value of S²: 2.009. For the LUMO energy (alpha / beta), the calculation gives 0.57 / -1.47 eV. As for the spin multiplicity: 3. Its charge is 0. The highest occupied orbital energy (alpha / beta) comes out at -7.651 / -9.801 eV.

XYZ file:
```
10
C2H4INOS | the Open Molecules 2025 dataset | ωB97M-V/def2-TZVPD
C -0.657 1.861 0.068
C -0.681 -1.202 -0.350
N -1.830 1.872 0.027
O 0.460 1.772 0.302
S 0.176 -2.523 0.202
I 3.441 -0.010 -0.149
H -1.479 -1.460 -1.039
H 1.985 0.079 0.505
H -2.445 1.518 -0.661
H 1.030 -1.906 1.095
```


3.
Molecular formula: C5H12N4
Method: DFT, ωB97M-V/def2-TZVPD

For the LUMO energy, the calculation gives 0.91 eV. As for the spin multiplicity: 1. Its charge is 0. The highest occupied orbital energy comes out at -7.290 eV.

XYZ file:
```
21
C5H12N4 | the Open Molecules 2025 dataset | ωB97M-V/def2-TZVPD
C -0.610 2.145 0.541
C 0.152 -2.503 -0.198
C -1.127 -0.194 -0.164
C 0.864 0.147 -0.175
C -0.083 -1.040 -0.124
N -2.502 -0.268 -0.073
N 1.656 0.331 1.010
N 1.650 0.254 -1.371
N -0.380 1.001 -0.304
H -2.969 0.510 -0.514
H -2.872 -1.158 -0.377
H 1.129 0.108 1.846
H 2.004 1.282 1.079
H 2.336 -0.491 -1.383
H 2.143 1.141 -1.391
H 0.098 2.930 0.272
H -0.513 1.928 1.616
H -1.619 2.513 0.361
H 0.569 -2.781 -1.168
H -0.783 -3.039 -0.054
H 0.858 -2.815 0.572
```


4.
Molecular formula: C23H48Br2O17S5
Method: DFT, ωB97M-V/def2-TZVPD

For the LUMO energy, the calculation gives -1.98 eV. As for the spin multiplicity: 1. Its charge is 0. The SMILES is O=C1C=CC(=O)C=C1.CCOS(C)(=O)=O.CCOS(C)(=O)=O.CCOS(C)(=O)=O.CCOS(C)(=O)=O.CCOS(C)(=O)=O.BrCCBr. The highest occupied orbital energy comes out at -10.486 eV.

XYZ file:
```
95
C23H48Br2O17S5 | the Open Molecules 2025 dataset | ωB97M-V/def2-TZVPD
O -4.192 -4.223 -2.327
C -3.822 -3.830 -1.218
C -3.971 -2.442 -0.701
C -3.504 -2.111 0.523
C -2.871 -2.944 1.494
O -2.500 -2.535 2.571
C -2.766 -4.350 0.979
C -3.186 -4.781 -0.261
H -4.449 -1.751 -1.380
H -3.803 -1.117 0.822
H -2.401 -5.096 1.669
H -3.217 -5.814 -0.574
C 8.746 3.201 -6.579
C 9.717 2.048 -6.840
O 10.550 2.440 -7.949
S 12.104 1.795 -8.223
C 12.988 2.711 -6.917
O 12.160 0.367 -7.878
O 12.473 2.263 -9.583
H 7.897 2.921 -5.956
H 8.438 3.433 -7.598
H 9.279 4.015 -6.089
H 10.252 1.648 -5.978
H 9.137 1.135 -6.973
H 13.798 2.035 -6.642
H 12.295 2.778 -6.079
H 13.324 3.675 -7.298
C -2.810 2.024 7.584
C -1.420 2.740 7.540
O -0.844 2.695 8.816
S 0.779 2.283 8.868
C 0.602 0.454 8.497
O 1.403 3.030 7.768
O 1.253 2.460 10.246
H -3.252 1.945 6.590
H -3.505 2.582 8.212
H -2.762 1.032 8.033
H -0.806 2.300 6.754
H -1.562 3.795 7.309
H -0.175 0.336 7.742
H 0.443 0.008 9.479
H 1.593 0.233 8.100
C -5.375 -0.570 -7.733
C -6.633 0.286 -7.626
O -7.305 0.019 -6.421
S -9.030 -0.030 -6.486
C -9.109 -1.858 -6.867
O -9.585 0.147 -5.156
O -9.499 0.834 -7.549
H -5.557 -1.640 -7.843
H -4.869 -0.603 -6.768
H -4.592 -0.406 -8.474
H -6.353 1.337 -7.690
H -7.210 0.041 -8.518
H -8.690 -2.343 -5.985
H -8.628 -1.993 -7.836
H -10.182 -2.050 -6.862
C 2.569 -9.261 3.447
C 2.983 -8.161 4.468
O 2.000 -7.962 5.594
S 2.571 -7.742 7.103
C 3.112 -9.519 7.417
O 3.637 -6.767 7.039
O 1.386 -7.373 7.948
H 1.806 -8.960 2.730
H 2.239 -10.155 3.977
H 3.478 -9.652 2.990
H 3.996 -8.442 4.757
H 3.120 -7.277 3.844
H 3.682 -9.826 6.540
H 2.224 -10.088 7.693
H 3.798 -9.448 8.261
C -5.778 10.260 -0.091
C -5.338 9.067 0.887
O -4.337 8.346 0.247
S -4.108 6.642 0.595
C -2.508 6.864 1.263
O -5.057 6.250 1.632
O -3.919 5.983 -0.669
H -4.957 10.926 -0.355
H -6.547 10.884 0.365
H -6.246 9.739 -0.927
H -4.932 9.584 1.756
H -6.207 8.499 1.221
H -2.139 5.891 1.586
H -2.576 7.762 1.878
H -1.991 7.222 0.373
Br 2.260 -0.870 -2.478
C 3.065 -0.394 -0.709
C 3.233 -1.610 0.200
Br 4.248 -0.983 1.686
H 2.335 0.302 -0.298
H 3.970 0.180 -0.910
H 3.807 -2.365 -0.337
H 2.321 -2.102 0.536
```


5.
Molecular formula: C10H13NO6Ti
Method: DFT, ωB97M-V/def2-TZVPD

For the LUMO energy, the calculation gives -8.57 eV. As for the spin multiplicity: 1. Its charge is +2. The highest occupied orbital energy comes out at -18.026 eV.

XYZ file:
```
31
C10H13NO6Ti | the Open Molecules 2025 dataset | ωB97M-V/def2-TZVPD
Ti 0.204 0.811 -0.174
O 0.437 -1.130 -3.134
C -0.157 -0.871 -2.161
O -0.404 0.515 -1.794
C -0.674 -1.842 -1.097
C -1.806 -1.272 -0.246
C -2.439 -2.303 0.664
C -1.361 -2.546 1.745
C -0.216 -1.672 1.292
O -0.970 -0.450 0.748
C 0.430 -2.190 -0.004
C 1.783 -1.547 -0.248
O 2.804 -2.028 -0.537
O 1.687 -0.105 -0.040
H -0.968 -2.747 -1.628
H -2.485 -0.591 -0.750
H -2.689 -3.199 0.097
H -3.357 -1.914 1.096
H -1.041 -3.585 1.808
H -1.708 -2.238 2.728
H 0.465 -1.324 2.063
H 0.598 -3.264 0.040
C 1.868 3.633 -0.971
C 0.981 3.627 0.220
N 0.851 4.660 0.991
O 0.299 2.559 0.522
H 2.374 4.586 -1.103
H 1.274 3.425 -1.864
H 2.624 2.850 -0.858
H 1.357 5.515 0.798
H 0.237 4.636 1.796
```


For the records above, the corresponding electronic energy values read -120730.437, -24607.862, -11338.918, -253690.083, -47458.173 eV.